Run P
C4H8N2OS as an isolated structure. Source: the OMol25 dataset; level of theory: the ωB97M-V functional and the def2-TZVPD basis.

Structure (XYZ):
```
16
C4H8N2OS | the OMol25 dataset | the ωB97M-V functional and the def2-TZVPD basis
C 0.77019 0.09768 1.17644
C 0.15373 0.67797 -0.04466
C 0.29108 -0.08082 -1.32944
C -1.33142 0.11040 -0.10664
H 1.33207 -1.80355 1.94272
H 0.10225 -1.90745 0.77928
H 0.83904 2.37846 0.53678
H 0.33478 0.77848 -2.09460
H 1.21395 -0.56005 -1.39919
H -1.37084 -1.04224 -1.88802
H -1.87710 0.84349 -0.63831
H -1.93646 -0.40459 0.67652
N 0.62750 -1.26717 1.37692
N -0.78655 -0.84208 -1.10404
O 0.31176 1.98171 -0.21887
S 1.32602 1.03976 2.33511
```

Computed properties:
- Orbital gap: 9.412 eV
- E_HOMO: -8.86 eV

Run Q
A single C4H8N2OS molecule. Source: the OMol25 dataset; level of theory: the ωB97M-V functional and the def2-TZVPD basis.

Structure (XYZ):
```
16
C4H8N2OS | the OMol25 dataset | the ωB97M-V functional and the def2-TZVPD basis
C 1.79357 -0.24049 0.07416
C -0.80668 -0.04753 0.26948
C 2.05183 1.14330 -0.29119
C -1.68045 -0.77222 1.29788
N -1.27405 0.06765 -1.03271
N 0.66082 -0.73691 0.27069
O -1.00092 -0.26192 -3.41431
S -0.26800 0.00732 -2.18812
H -0.41579 0.83975 0.83358
H 1.08063 1.74219 -0.28447
H 2.37756 1.17237 -1.34656
H 2.67139 1.49264 0.55431
H -0.96142 -0.97472 2.16192
H -2.19291 -1.65453 0.98749
H -2.49811 -0.10934 1.60532
H 0.46253 -1.66758 0.50255
```

Computed properties:
- Orbital gap (alpha / beta): 6.561 / 6.560 eV
- E_HOMO (alpha / beta): -7.50 / -7.50 eV

Run R
A single C4H8N2OS molecule. Source: the OMol25 dataset; level of theory: the ωB97M-V functional and the def2-TZVPD basis.

Structure (XYZ):
```
16
C4H8N2OS | the OMol25 dataset | the ωB97M-V functional and the def2-TZVPD basis
C -2.03185 0.93845 1.72722
S -0.98062 -0.53530 1.83263
C -0.69838 -0.70067 -0.01148
C 0.20068 -1.76737 -0.46076
N 1.17632 -1.40886 -1.23514
N 1.01938 -0.03037 -1.45537
C 2.29355 0.61608 -1.14482
O -0.04311 0.51030 -0.62449
H -3.11446 0.68668 1.59543
H -1.81097 1.68106 0.89998
H -1.79380 1.30264 2.67341
H -1.67392 -0.80618 -0.40594
H -0.11563 -2.75483 -0.28216
H 2.26753 1.70788 -1.45495
H 2.27799 0.49884 -0.07682
H 3.02727 0.06166 -1.57674
```

Computed properties:
- Orbital gap: 9.370 eV
- SMILES: CS[C@@H]1C=NN(C)O1
- E_HOMO: -8.50 eV

Run S
A single C4H8N2OS molecule. Source: the OMol25 dataset; level of theory: the ωB97M-V functional and the def2-TZVPD basis.

Structure (XYZ):
```
16
C4H8N2OS | the OMol25 dataset | the ωB97M-V functional and the def2-TZVPD basis
C 2.16660 -0.72111 0.60001
N 1.51946 -1.18234 -0.61165
C 0.34480 -0.79285 -0.88925
N -0.43878 0.11624 -0.11212
C -0.02899 1.51416 -0.18240
O -1.77195 0.06084 -0.62505
C -2.63761 -0.40848 0.28282
S -4.20951 -0.56575 -0.03780
H 2.81789 0.12030 0.35153
H 1.47910 -0.43753 1.38559
H 2.81139 -1.54218 0.97021
H -0.16142 -1.19494 -1.73834
H 1.00778 1.60565 0.14853
H -0.09757 1.94256 -1.20325
H -0.66264 2.14314 0.46146
H -2.13854 -0.65772 1.19970
```

Computed properties:
- Orbital gap: 9.385 eV
- SMILES: C/N=C\N(C)OC=S
- E_HOMO: -9.12 eV

Which is most stable? The ranking, best first, is run P, run S, run R, run Q.

Run P
A single C4H8N2OS molecule. Source: the OMol25 dataset; level of theory: the ωB97M-V functional and the def2-TZVPD basis.

Structure (XYZ):
```
16
C4H8N2OS | the OMol25 dataset | the ωB97M-V functional and the def2-TZVPD basis
C -1.86059 2.00459 -1.68358
C -1.51556 0.85248 -0.74460
S 0.23585 0.40530 -0.83826
N 0.10816 -0.69574 0.43984
C 1.12884 -1.26781 0.90393
N 0.94998 -2.25028 1.84767
C 2.58817 -0.94581 0.60640
O 3.45889 -1.29533 1.38621
H -1.60868 2.96809 -1.24264
H -1.33554 1.95202 -2.58547
H -2.93343 2.09033 -1.94922
H -2.04244 -0.10033 -0.94471
H -1.77770 1.15577 0.27690
H 1.76744 -2.49930 2.41019
H 0.08601 -2.11377 2.38488
H 2.75058 -0.26022 -0.26754
```

Computed properties:
- Orbital gap: 7.897 eV
- SMILES: CCS/N=C(/N)C=O
- E_HOMO: -8.10 eV

Run Q
A single C4H8N2OS molecule. Source: the OMol25 dataset; level of theory: the ωB97M-V functional and the def2-TZVPD basis.

Structure (XYZ):
```
16
C4H8N2OS | the OMol25 dataset | the ωB97M-V functional and the def2-TZVPD basis
O 2.39601 -1.08697 -0.60363
C 1.64094 -0.51717 0.40378
C 1.09341 1.02328 0.05942
N -0.28667 0.43904 0.30856
C -1.45469 1.05375 -0.11432
N -2.62331 0.66586 -0.31099
S -3.23810 -0.94217 0.04289
C 0.11924 -0.94656 0.20024
H 3.36625 -0.95793 -0.32173
H 2.17324 -0.49221 1.34665
H 1.37095 1.23810 -0.96953
H 1.46350 1.84717 0.78668
H -1.27118 2.17322 -0.41472
H -4.40554 -0.60811 -0.47462
H 0.13679 -1.22411 -0.88392
H -0.48083 -1.66520 0.94525
```

Computed properties:
- Orbital gap: 8.691 eV
- SMILES: OC1CN(/C=N\S)C1
- E_HOMO: -8.13 eV

Which is most stable? The ranking, best first, is run P, run Q.

Run P
A single C3H6N2O3 molecule. Source: the OMol25 dataset; level of theory: the ωB97M-V functional and the def2-TZVPD basis.

Structure (XYZ):
```
14
C3H6N2O3 | the OMol25 dataset | the ωB97M-V functional and the def2-TZVPD basis
N -1.23607 0.76089 -1.07835
C -0.03251 0.26226 -0.71954
N 0.87716 -0.34206 -2.16905
O 0.64387 0.35486 -3.12455
O 1.62197 -1.25918 -1.98893
C 0.00561 -0.82167 0.29970
C 1.04623 0.15824 1.05654
O 0.87705 1.18087 -0.02983
H -1.17426 1.00245 -2.07603
H -1.45432 1.68295 -0.50698
H 0.47169 -1.68137 -0.19004
H -0.90535 -1.03665 0.80636
H 0.54969 0.35187 2.00005
H 1.99299 -0.22577 1.20480
```

Computed properties:
- Orbital gap: 10.533 eV
- SMILES: N[C@]1([N+](=O)[O-])CCO1
- E_HOMO: -9.83 eV

Run Q
C3H6N2O3 as an isolated structure. Source: the OMol25 dataset; level of theory: the ωB97M-V functional and the def2-TZVPD basis.

Structure (XYZ):
```
14
C3H6N2O3 | the OMol25 dataset | the ωB97M-V functional and the def2-TZVPD basis
N 1.02823 -0.20286 -0.63779
C -0.20874 -0.29850 0.39663
C -0.37350 1.06481 -0.10371
N 2.20368 -0.76766 -0.12227
C -0.95779 2.06007 -0.69188
O -1.46281 -0.92398 -0.20909
O -2.06194 -1.75887 0.79219
O 0.08117 -0.62809 1.56756
H -1.41401 -1.62827 1.53237
H 0.86403 -0.38502 -1.62517
H 1.98018 -1.43120 0.62270
H 2.74545 -0.06205 0.37720
H -2.04252 2.14308 -0.68393
H -0.38142 2.81853 -1.21483
```

Computed properties:
- Orbital gap: 7.972 eV
- E_HOMO: -9.02 eV

Which is most stable? The ranking, best first, is run P, run Q.

Run P
A single C3H6N2O3 molecule. Source: the OMol25 dataset; level of theory: the ωB97M-V functional and the def2-TZVPD basis.

Structure (XYZ):
```
14
C3H6N2O3 | the OMol25 dataset | the ωB97M-V functional and the def2-TZVPD basis
N -0.08602 1.66665 1.08705
C -0.48238 0.28612 1.36193
C -0.39572 -0.59897 0.14349
O -0.67989 -1.78102 0.20729
N -0.12092 0.01398 -1.05475
C 0.75588 -0.67636 -1.96745
O 1.47441 -0.03667 -2.66940
O 0.63079 -1.99115 -1.98203
H -0.77999 2.29453 1.47447
H 0.77063 1.96081 1.54943
H -1.48400 0.26374 1.71981
H 0.02561 -0.14452 2.22500
H 0.18677 0.97930 -0.95109
H 0.18483 -2.23644 -1.14375
```

Computed properties:
- Orbital gap: 11.016 eV
- SMILES: NCC(=O)NC(=O)O
- E_HOMO: -10.59 eV

Run Q
A single C3H6N2O3 molecule. Source: the OMol25 dataset; level of theory: the ωB97M-V functional and the def2-TZVPD basis.

Structure (XYZ):
```
14
C3H6N2O3 | the OMol25 dataset | the ωB97M-V functional and the def2-TZVPD basis
C -2.41403 1.36842 -0.08640
N -1.32277 0.66919 -0.07763
O -1.60714 -0.71752 -0.36320
C -0.49752 -1.31364 0.12402
O 0.87280 -1.11204 -0.41629
N 1.40706 0.11607 0.09706
C 2.88242 0.00429 0.07442
O 3.45654 1.06753 -0.22433
H -2.15721 2.43291 0.26123
H -3.65560 1.33824 -0.11815
H -0.77460 -2.43576 0.07321
H -0.63045 -1.13563 1.25689
H 1.15195 0.81414 -0.73261
H 3.28854 -1.09620 0.13181
```

Computed properties:
- Orbital gap: 10.447 eV
- SMILES: C=NOCONC=O
- E_HOMO: -9.78 eV

Which is most stable? The ranking, best first, is run P, run Q.

Run P
A single C3H6N2O3 molecule. Source: the OMol25 dataset; level of theory: the ωB97M-V functional and the def2-TZVPD basis.

Structure (XYZ):
```
14
C3H6N2O3 | the OMol25 dataset | the ωB97M-V functional and the def2-TZVPD basis
N 1.69434 -0.64542 -0.22821
C 0.73837 0.28323 0.00701
O 1.31303 1.47255 0.31617
C -0.60846 -0.12405 0.34807
N -0.89277 -1.05841 1.36571
C -1.47420 0.28937 -0.65829
O -2.61793 0.31374 -0.98209
O -0.30163 1.13596 -1.48850
H 1.41202 -1.61133 -0.26850
H 2.65251 -0.34813 -0.33514
H 0.65377 2.04877 0.72834
H -1.11138 -0.63294 2.25882
H -1.60078 -1.73872 1.11197
H 0.14312 0.61537 -2.17538
```

Computed properties:
- Orbital gap: 8.300 eV
- SMILES: N/C(O)=C(\N)C(=O)O
- E_HOMO: -7.79 eV

Run Q
A single C3H6N2O3 molecule. Source: the OMol25 dataset; level of theory: the ωB97M-V functional and the def2-TZVPD basis.

Structure (XYZ):
```
14
C3H6N2O3 | the OMol25 dataset | the ωB97M-V functional and the def2-TZVPD basis
C 1.07567 0.35069 1.98787
O 1.34226 0.24485 0.60572
C 0.22728 -0.09092 -0.06192
N -0.92967 -0.09150 0.49325
N -2.14015 -0.13486 -0.11666
C 0.30856 -0.16038 -1.58518
O -0.60479 -0.56272 -2.26866
O 1.46528 0.22386 -2.16737
H 0.50583 -0.57040 2.23764
H 0.39647 1.15360 2.09556
H 2.02448 0.33987 2.52063
H -2.90851 -0.48571 0.44495
H -2.13102 -0.38288 -1.08585
H 1.36833 0.16649 -3.09998
```

Computed properties:
- Orbital gap: 9.382 eV
- SMILES: CO/C(=N/N)C(=O)O
- E_HOMO: -8.56 eV

Run R
A single C3H6N2O3 molecule. Source: the OMol25 dataset; level of theory: the ωB97M-V functional and the def2-TZVPD basis.

Structure (XYZ):
```
14
C3H6N2O3 | the OMol25 dataset | the ωB97M-V functional and the def2-TZVPD basis
C 2.47448 0.01767 0.01854
N 1.06608 0.32247 -0.06590
C 0.12925 -0.61426 -0.05871
O 0.19496 -1.80411 -0.03419
N -1.26965 0.06396 -0.05543
O -1.30123 1.46526 -0.07270
C -2.45113 -0.56691 0.05143
O -3.50090 0.03506 0.11120
H 2.98190 0.27590 -0.91144
H 2.92781 0.57119 0.84122
H 2.58239 -1.05004 0.20517
H 0.76936 1.28647 -0.09374
H -2.26288 1.65336 -0.00926
H -2.34045 -1.65604 0.07382
```

Computed properties:
- Orbital gap: 10.358 eV
- SMILES: CNC(=O)N(O)C=O
- E_HOMO: -9.69 eV

Which is most stable? The ranking, best first, is run R, run Q, run P.

Run P
C3H6N2O3 as an isolated structure. Source: the OMol25 dataset; level of theory: the ωB97M-V functional and the def2-TZVPD basis.

Structure (XYZ):
```
14
C3H6N2O3 | the OMol25 dataset | the ωB97M-V functional and the def2-TZVPD basis
C -0.77379 -0.74820 1.09690
C 0.96727 -0.75016 -0.83819
C 1.93267 0.12132 0.06996
H -2.71053 -0.03775 -1.11682
H -2.52325 1.61033 -0.30194
H -0.40512 -0.87859 2.57235
H 1.53014 -1.44795 -1.45881
H 0.41165 -0.00661 -1.44582
H 0.42307 1.29913 0.12929
N -1.76318 0.77755 -0.57484
N -1.67220 0.08713 0.86085
O 0.07589 -1.40690 0.11713
O 1.40786 1.38094 0.46364
O 3.09954 -0.00024 0.42631
```

Computed properties:
- Orbital gap: 10.308 eV
- E_HOMO: -10.29 eV

Run Q
A single C3H6N2O3 molecule. Source: the OMol25 dataset; level of theory: the ωB97M-V functional and the def2-TZVPD basis.

Structure (XYZ):
```
14
C3H6N2O3 | the OMol25 dataset | the ωB97M-V functional and the def2-TZVPD basis
C -0.98955 0.67890 1.97987
C -0.48676 0.79405 0.64116
N 0.02514 -0.12583 -0.15203
O 0.00751 -1.40487 0.41611
C 0.73806 -2.24604 -0.48391
O 1.46286 -1.96480 -1.47500
N -0.21147 2.11150 0.22382
O -0.49464 1.86572 -1.39190
H -1.85800 0.08765 2.08601
H -0.35927 0.43860 2.96653
H -1.45133 1.60415 2.26579
H 0.47901 -3.51390 -0.29991
H 0.74166 2.72410 0.63146
H 0.37594 1.42989 -1.36877
```

Computed properties:
- Orbital gap: 9.504 eV
- SMILES: C/C(=N\OC=O)NO
- E_HOMO: -9.38 eV

Which is most stable? The ranking, best first, is run P, run Q.